{
  "formula": "C26H36BrN3O2Pt",
  "method": "wB97M-V/def2-TZVPD",
  "elements": ["Pt", "C", "C", "C", "C", "C", "C", "C", "C", "C", "C", "C", "C", "C", "C", "C", "C", "C", "H", "H", "H", "H", "H", "H", "H", "H", "H", "H", "H", "H", "H", "H", "H", "H", "H", "H", "H", "H", "H", "H", "H", "H", "H", "H", "H", "H", "H", "Br", "C", "C", "C", "C", "C", "N", "C", "O", "O", "H", "H", "H", "N", "C", "C", "N", "C", "H", "H", "H", "H"],
  "positions_angstrom": [[0.8936, 0.0677, -1.1123], [0.7843, 0.9384, 1.8225], [-0.4859, 0.3566, 2.0127], [-1.3202, 0.8143, 0.9195], [-0.4657, 1.5283, 0.0128], [0.8366, 1.6524, 0.5938], [1.9748, 2.5019, 0.0960], [2.0840, 3.7898, 0.9225], [3.2716, 1.6827, 0.2261], [1.7380, 2.8594, -1.3774], [-2.7976, 0.7540, 0.6710], [-3.1929, -0.6854, 0.2285], [-3.2263, 1.7014, -0.4623], [-3.5850, 1.1908, 1.9186], [-0.7143, -0.5338, 3.1955], [-1.8000, -1.5906, 3.0388], [0.5718, -1.2835, 3.6059], [-1.0390, 0.4287, 4.3830], [1.5964, 0.8576, 2.5194], [-0.8560, 2.1935, -0.7431], [2.1957, 3.5764, 1.9817], [1.2037, 4.4126, 0.7870], [2.9543, 4.3497, 0.5916], [3.5362, 1.5290, 1.2689], [4.0885, 2.2091, -0.2604], [3.1614, 0.6960, -0.2543], [0.8917, 3.5337, -1.4892], [1.5521, 1.9386, -1.9787], [2.6148, 3.3502, -1.7899], [-2.3318, -1.3469, 0.2054], [-3.6125, -0.6437, -0.7724], [-3.9473, -1.0970, 0.8899], [-2.7823, 1.4172, -1.4142], [-2.9775, 2.7329, -0.2276], [-4.3063, 1.6356, -0.5723], [-3.4414, 0.5366, 2.7693], [-4.6457, 1.1949, 1.6832], [-3.2913, 2.1932, 2.2195], [-1.5141, -2.2943, 2.2603], [-2.7737, -1.1898, 2.7898], [-1.8970, -2.1462, 3.9677], [1.0005, -1.7826, 2.7334], [0.3180, -2.0433, 4.3402], [1.3300, -0.6461, 4.0515], [-1.9470, 0.9894, 4.1822], [-0.2340, 1.1393, 4.5471], [-1.1679, -0.1613, 5.2857], [2.5245, -0.0303, -4.1606], [2.6201, -1.6624, -3.2052], [3.0965, -2.8320, -3.7762], [3.1659, -3.9616, -2.9737], [2.7903, -3.8835, -1.6364], [2.2828, -2.6800, -1.1768], [2.1969, -1.6060, -1.9492], [1.8264, -2.4785, 0.2983], [2.2749, -3.2084, 1.1447], [1.0128, -1.5253, 0.4516], [3.4174, -2.8464, -4.8061], [3.5335, -4.8909, -3.3851], [2.8716, -4.7151, -0.9544], [-1.6309, -0.3117, -4.5699], [-1.7376, -1.5987, -4.1434], [-1.0741, -1.6613, -2.9517], [-0.5810, -0.4235, -2.6667], [-0.9276, 0.3710, -3.6633], [-2.0132, 0.0642, -5.4266], [-2.2604, -2.3527, -4.6934], [-0.9441, -2.4903, -2.2854], [-0.6880, 1.4138, -3.7367]],
  "atomic_forces_ev_per_a": [[0.5, -2.6, 0.1], [1.1, 0.3, 0.0], [-0.9, -1.1, 0.8], [-0.4, 0.3, -0.7], [0.0, 0.7, 0.7], [-0.2, 0.2, -0.7], [0.3, 0.1, -0.1], [-0.1, -0.1, -0.1], [-0.3, 0.0, -0.1], [0.0, 0.0, 0.3], [-0.5, -0.1, 0.0], [0.1, 0.1, 0.0], [0.2, 0.0, 0.2], [0.2, 0.0, 0.1], [0.1, -0.1, 0.2], [-0.1, 0.1, -0.3], [0.3, -0.1, -0.6], [-0.3, 0.4, -0.3], [0.2, 0.0, 0.2], [0.1, -0.1, -0.1], [0.1, 0.0, 0.1], [-0.1, 0.1, 0.0], [0.1, 0.1, 0.0], [0.1, -0.1, 0.1], [0.1, 0.0, 0.0], [0.2, 0.1, 0.1], [-0.1, 0.0, -0.1], [0.1, 0.4, -0.2], [0.1, 0.0, -0.1], [0.0, -0.2, 0.0], [0.0, -0.1, -0.1], [0.0, -0.1, 0.1], [0.1, 0.0, -0.1], [0.0, 0.2, -0.1], [0.0, 0.0, 0.0], [0.0, -0.1, 0.0], [-0.1, 0.0, 0.0], [-0.1, 0.2, 0.0], [0.0, -0.1, -0.1], [-0.1, 0.0, 0.0], [0.0, 0.0, 0.1], [0.0, 0.0, 0.3], [-0.1, 0.0, 0.1], [0.1, 0.2, 0.1], [-0.1, 0.0, 0.2], [0.1, 0.1, 0.1], [0.0, -0.2, 0.0], [0.2, -0.3, -0.1], [0.0, 0.1, -0.3], [0.0, 0.3, 0.1], [0.0, 0.0, 0.3], [0.0, 0.3, -0.2], [0.0, -0.4, 1.0], [-0.6, 0.9, -0.2], [1.7, -1.7, -1.5], [-0.2, 0.0, 0.2], [-1.8, 2.4, 0.1], [0.0, 0.0, 0.0], [0.0, 0.0, 0.0], [0.0, -0.1, 0.0], [0.0, 0.3, -0.1], [0.1, -0.5, 0.4], [-0.3, -0.4, -0.3], [0.4, 0.7, 0.4], [0.1, 0.3, 0.2], [0.0, 0.0, 0.1], [-0.1, -0.1, -0.1], [0.0, -0.2, 0.1], [0.0, 0.2, -0.1]],
  "total_charge": 2,
  "spin_multiplicity": 5,
  "de_lowest_kj_mol": 58.4,
  "total_energy_ha": -4019.7409,
  "s_squared": 6.01,
  "e_homo_ha": [-0.5420, -0.5529],
  "e_lumo_ev": [-5.3, -9.6]
}



{
  "formula": "C26H36F2NO5P",
  "method": "wB97M-V/def2-TZVPD",
  "elements": ["C", "C", "C", "F", "C", "C", "O", "C", "O", "C", "C", "N", "F", "P", "O", "O", "O", "H", "H", "H", "H", "H", "H", "H", "H", "H", "H", "H", "H", "H", "H", "H", "H", "H", "H", "C", "C", "C", "C", "C", "C", "H", "H", "H", "H", "H", "H", "C", "C", "C", "C", "C", "C", "H", "H", "H", "H", "H", "H", "C", "C", "C", "C", "C", "C", "H", "H", "H", "H", "H", "H"],
  "positions_angstrom": [[0.7064, 3.3792, -1.6114], [-0.1640, 3.1281, -0.3630], [0.6353, 2.6457, 0.8341], [1.7765, 3.4340, 0.9484], [0.9881, 1.1492, 0.8100], [2.3922, 0.8054, 1.2975], [3.3982, 1.2936, 0.4443], [4.4374, 1.9727, 1.1161], [0.8114, 0.6471, -0.5192], [0.5633, -0.7248, -0.5895], [0.8259, -1.2449, -2.0403], [1.3239, -0.2082, -2.9328], [0.3512, -0.0364, -3.9477], [-1.1123, -1.2101, 0.0168], [-1.0167, -2.1604, 1.1317], [-1.8453, 0.1704, 0.3859], [-1.9910, -1.7710, -1.2013], [0.8034, 4.4369, -1.8375], [0.2590, 2.8739, -2.4665], [1.6985, 2.9527, -1.4804], [-0.6694, 4.0510, -0.0703], [-0.9468, 2.4130, -0.5998], [0.0743, 2.8361, 1.7509], [0.2996, 0.6592, 1.5048], [2.5017, 1.1429, 2.3320], [2.4730, -0.2874, 1.3218], [4.0562, 2.8483, 1.6445], [4.9289, 1.3188, 1.8457], [5.1698, 2.2726, 0.3734], [1.2388, -1.2696, 0.0750], [-0.0934, -1.6138, -2.4845], [1.5442, -2.0611, -1.9974], [2.1352, -0.5356, -3.4409], [-2.6590, -0.0530, 0.8536], [-2.3934, -1.0487, -1.6944], [-2.8561, -7.5112, 1.8149], [-2.1256, -6.4284, 2.2858], [-2.1435, -5.2227, 1.5972], [-2.8907, -5.1032, 0.4340], [-3.6184, -6.1866, -0.0399], [-3.6024, -7.3905, 0.6509], [-2.8436, -8.4496, 2.3546], [-1.5395, -6.5239, 3.1911], [-1.5754, -4.3757, 1.9569], [-2.9004, -4.1632, -0.1026], [-4.1983, -6.0935, -0.9496], [-4.1702, -8.2351, 0.2817], [-2.0886, 5.7137, -5.1557], [-2.2295, 7.0899, -5.2669], [-2.4414, 7.8602, -4.1321], [-2.5138, 7.2544, -2.8855], [-2.3770, 5.8778, -2.7748], [-2.1644, 5.1080, -3.9096], [-1.9174, 5.1133, -6.0398], [-2.1729, 7.5627, -6.2388], [-2.5489, 8.9336, -4.2190], [-2.6758, 7.8555, -2.0001], [-2.4341, 5.4042, -1.8028], [-2.0530, 4.0348, -3.8216], [3.8282, -3.1332, 3.7878], [3.1830, -2.7842, 4.9661], [1.8209, -2.5137, 4.9586], [1.1031, -2.5902, 3.7727], [1.7483, -2.9365, 2.5944], [3.1104, -3.2083, 2.6016], [4.8893, -3.3474, 3.7944], [3.7419, -2.7233, 5.8911], [1.3185, -2.2437, 5.8787], [0.0412, -2.3811, 3.7578], [1.1803, -2.9906, 1.6768], [3.6144, -3.4781, 1.6816]],
  "atomic_forces_ev_per_a": [[-0.2, -0.4, 0.1], [0.1, 0.4, -0.2], [-0.3, -0.2, 0.0], [0.2, 0.1, 0.1], [0.5, 0.1, -0.1], [-0.1, -0.2, 0.0], [0.0, 0.1, -0.1], [0.0, -0.2, 0.2], [-0.3, 0.1, 0.1], [0.1, 0.0, -0.5], [0.1, 0.3, -0.1], [0.2, 0.2, 0.5], [-0.1, 0.0, -0.2], [0.3, -0.1, 0.6], [-0.2, -0.1, -0.2], [0.1, -0.1, -0.3], [0.0, 0.0, 0.2], [0.0, 0.1, 0.0], [0.1, 0.1, -0.1], [0.1, 0.0, 0.0], [0.0, 0.0, 0.0], [0.0, -0.1, 0.2], [0.0, -0.1, 0.1], [-0.1, -0.1, -0.1], [0.1, 0.2, 0.0], [0.0, 0.0, 0.2], [0.0, 0.1, -0.1], [0.0, 0.0, 0.0], [0.0, 0.1, -0.1], [-0.1, -0.1, 0.1], [0.1, -0.3, 0.0], [0.0, -0.1, 0.1], [-0.1, -0.1, -0.2], [-0.2, 0.2, 0.2], [-0.1, 0.0, -0.3], [0.0, 0.0, 0.0], [0.0, 0.0, 0.0], [0.0, 0.0, 0.1], [0.0, 0.0, 0.0], [0.0, 0.0, 0.0], [0.0, 0.0, 0.0], [0.0, 0.0, 0.0], [0.0, 0.0, 0.0], [0.0, 0.0, 0.0], [0.0, 0.0, 0.0], [0.0, 0.0, 0.0], [0.0, 0.0, 0.0], [0.0, 0.0, 0.0], [0.0, 0.0, 0.0], [0.0, 0.0, 0.0], [0.0, 0.0, 0.0], [0.0, 0.0, 0.0], [0.0, 0.0, 0.0], [0.0, 0.0, 0.0], [0.0, 0.0, 0.0], [0.0, 0.0, 0.0], [0.0, 0.0, 0.0], [0.0, 0.0, 0.0], [0.0, 0.0, 0.0], [0.0, 0.0, 0.0], [0.0, 0.0, 0.0], [0.0, 0.0, 0.0], [0.0, 0.0, 0.0], [0.1, 0.0, -0.1], [0.0, 0.0, 0.0], [0.0, 0.0, 0.0], [0.0, 0.0, 0.0], [0.0, 0.0, 0.0], [0.0, 0.0, 0.0], [-0.1, -0.1, 0.0], [0.0, 0.0, 0.0]],
  "total_charge": 0,
  "spin_multiplicity": 1,
  "de_lowest_kj_mol": 18.7,
  "total_energy_ha": -1984.3340,
  "e_homo_ha": -0.3335,
  "e_lumo_ev": 0.1
}



{
  "formula": "C26H36N5O2PtSi2",
  "method": "wB97M-V/def2-TZVPD",
  "elements": ["Pt", "C", "Si", "C", "C", "N", "C", "C", "C", "C", "C", "C", "N", "Si", "C", "C", "C", "H", "H", "H", "H", "H", "H", "H", "H", "H", "H", "H", "H", "H", "H", "H", "H", "H", "H", "H", "H", "H", "H", "N", "C", "O", "C", "C", "N", "C", "N", "H", "H", "C", "C", "C", "C", "C", "C", "C", "O", "C", "C", "C", "H", "H", "H", "H", "H", "H", "H", "H", "H", "H", "H", "H"],
  "positions_angstrom": [[0.3848, 1.7119, 0.7035], [-2.5268, 3.9045, -1.6132], [-1.3145, 2.4897, -1.7847], [0.3517, 3.2553, -2.1627], [-1.7505, 1.4945, -3.3188], [-1.2432, 1.4593, -0.3912], [-2.3680, 0.7892, 0.1644], [-3.5920, 0.7986, -0.4985], [-4.6884, 0.0373, -0.0833], [-4.5568, -0.7442, 1.0485], [-3.3582, -0.7326, 1.7560], [-2.2388, 0.0443, 1.3835], [-1.0880, 0.1367, 2.1007], [-0.5753, -0.8605, 3.3500], [1.2407, -0.5314, 3.7391], [-1.4932, -0.5849, 4.9738], [-0.6604, -2.7129, 2.9715], [-2.4454, 4.6000, -2.4565], [-2.3050, 4.4459, -0.6900], [-3.5603, 3.5577, -1.5575], [0.3445, 3.6649, -3.1805], [1.1605, 2.5241, -2.0928], [0.5767, 4.0645, -1.4639], [-1.8540, 2.1704, -4.1755], [-2.6832, 0.9392, -3.2080], [-0.9600, 0.7727, -3.5528], [-3.6993, 1.4046, -1.3885], [-5.6171, 0.0662, -0.6410], [-5.3870, -1.3503, 1.3966], [-3.2739, -1.3245, 2.6622], [1.3511, 0.3119, 4.4308], [1.7927, -0.2968, 2.8245], [1.7030, -1.4100, 4.2033], [-1.4277, 0.4743, 5.2421], [-1.0630, -1.1722, 5.7951], [-2.5533, -0.8421, 4.8906], [-0.0614, -2.9323, 2.0796], [-1.6798, -3.0557, 2.7753], [-0.2546, -3.3034, 3.8007], [3.4642, 2.3201, 3.4884], [2.3640, 2.4513, 2.7047], [2.3070, 1.7855, 1.6252], [1.3358, 3.3537, 3.0627], [0.2935, 3.4144, 2.1063], [-0.5668, 3.6214, 1.3247], [1.3450, 4.0799, 4.2757], [1.4297, 4.6228, 5.2921], [3.9883, 1.4727, 3.3501], [3.4199, 2.6839, 4.4262], [1.9079, -4.8556, -4.5153], [1.8577, -3.6472, -3.6227], [0.7612, -3.4093, -2.8098], [0.6959, -2.3195, -1.9437], [-0.5464, -2.1346, -1.1147], [1.8010, -1.4424, -1.9235], [1.8310, -0.2890, -1.0247], [1.0172, -0.1345, -0.1262], [2.9139, -1.6515, -2.7599], [4.0987, -0.7114, -2.7729], [2.9267, -2.7546, -3.5924], [0.9249, -5.3134, -4.6163], [2.5863, -5.6059, -4.1028], [2.2733, -4.5961, -5.5099], [-0.0834, -4.0884, -2.8454], [-1.3111, -2.8436, -1.4330], [-0.9457, -1.1218, -1.1862], [-0.3510, -2.2830, -0.0509], [2.6201, 0.4642, -1.1569], [4.5975, -0.6710, -1.8031], [3.8056, 0.3074, -3.0321], [4.8285, -1.0452, -3.5091], [3.7832, -2.9229, -4.2372]],
  "atomic_forces_ev_per_a": [[0.2, 0.0, 0.3], [-0.1, 0.2, 0.0], [-0.1, -0.2, 0.2], [0.2, 0.1, 0.0], [-0.1, -0.1, -0.2], [-0.4, -0.2, 0.1], [0.2, 0.2, -0.3], [-0.1, 0.0, 0.0], [0.1, 0.1, 0.0], [0.1, 0.0, 0.1], [-0.1, 0.0, 0.0], [0.2, 0.1, 0.1], [0.1, -0.2, -0.2], [-0.1, 0.1, 0.0], [0.1, 0.0, 0.0], [0.0, -0.1, 0.2], [0.0, -0.2, -0.1], [0.0, 0.0, 0.0], [0.0, 0.0, 0.0], [0.0, 0.1, 0.0], [0.0, 0.0, 0.1], [0.0, 0.0, 0.0], [0.0, 0.0, 0.0], [0.0, -0.1, 0.0], [0.0, 0.0, 0.0], [0.0, 0.0, 0.0], [0.0, 0.0, 0.0], [0.0, 0.0, 0.0], [0.0, 0.0, 0.0], [0.0, 0.0, 0.0], [0.0, 0.0, -0.1], [0.0, -0.1, 0.0], [0.0, 0.1, 0.0], [0.0, 0.0, 0.0], [0.0, 0.0, 0.0], [0.0, 0.0, 0.0], [0.0, 0.0, 0.1], [0.0, 0.0, 0.0], [0.0, 0.0, 0.0], [0.1, 0.0, 0.0], [0.0, 0.1, -0.1], [-0.2, -0.1, 0.3], [-0.1, 0.0, 0.0], [0.1, 0.1, 0.0], [0.0, 0.2, 0.1], [0.0, -0.1, -0.2], [0.0, 0.0, 0.0], [0.0, 0.0, 0.0], [0.0, 0.0, 0.0], [0.0, 0.0, 0.0], [0.0, 0.0, 0.0], [0.0, 0.0, 0.0], [-0.1, 0.0, 0.0], [0.1, 0.0, 0.0], [0.0, 0.1, 0.2], [0.0, 0.0, -0.1], [-0.1, -0.2, -0.1], [0.1, 0.0, -0.1], [0.0, 0.0, 0.0], [0.0, 0.0, 0.0], [0.0, 0.0, 0.0], [0.0, 0.0, 0.0], [0.0, 0.0, 0.0], [0.0, 0.0, 0.0], [0.0, 0.0, 0.0], [0.0, 0.0, 0.0], [0.0, 0.0, 0.0], [-0.1, 0.0, -0.1], [0.0, 0.0, 0.0], [0.0, 0.0, 0.0], [0.0, 0.0, 0.0], [0.0, 0.0, 0.0]],
  "total_charge": -1,
  "spin_multiplicity": 1,
  "de_lowest_kj_mol": 55.1,
  "total_energy_ha": -2135.0367,
  "e_homo_ha": -0.1079,
  "e_lumo_ev": 1.6
}